1.
{"formula": "C4H2ClN2O3", "method": "ωB97M-V/def2-TZVPD", "total_charge": -1, "orbital_gap_ev": 8.2, "lumo_ev": 3.7, "de_lowest_ev": 1.026, "smiles": "O=C=NC(=O)N/C=C(/[O-])Cl", "energy_ev": -25826.6774, "homo_ev": -4.561, "elements": ["C", "C", "C", "C", "N", "N", "O", "O", "O", "Cl", "H", "H"], "coordinates": [[0.407, 0.606, -0.652], [1.488, 1.335, -0.383], [-1.258, 1.642, 0.615], [-0.231, 3.723, -0.263], [-0.700, 0.484, 0.242], [-0.960, 2.759, -0.216], [2.380, 1.875, -0.958], [-2.193, 1.696, 1.387], [0.232, 4.752, -0.584], [1.834, 2.164, 1.649], [0.152, 0.455, -1.693], [-0.495, -0.311, 0.911]], "atomic_forces_ev_per_a": [[-0.940, -0.957, 0.282], [2.062, 1.697, -1.058], [-2.446, 0.361, 0.645], [-1.049, 0.334, -1.049], [2.829, -1.988, 0.205], [0.485, 0.064, 0.636], [0.001, -0.676, -0.240], [0.457, 0.442, 0.467], [0.328, -0.567, 0.733], [-0.826, -0.619, 0.085], [0.458, -0.002, -0.089], [-1.358, 1.910, -0.618]]}


2.
{"formula": "C4H2ClO2", "method": "ωB97M-V/def2-TZVPD", "total_charge": -1, "orbital_gap_ev": 6.9, "lumo_ev": 3.5, "de_lowest_ev": 2.199, "smiles": "C=C([O-])C(Cl)=C=O", "energy_ev": -20796.3751, "homo_ev": -3.405, "elements": ["C", "C", "C", "C", "O", "O", "Cl", "H", "H"], "coordinates": [[-1.057, 0.135, -0.015], [0.207, -0.756, 0.406], [-0.848, 1.385, 0.242], [1.214, -0.371, -0.385], [-0.050, -1.415, 1.462], [-0.486, 2.457, 0.625], [-2.413, -0.602, -0.829], [2.259, -0.999, -0.230], [1.175, 0.167, -1.275]], "atomic_forces_ev_per_a": [[-0.109, -0.401, -0.525], [-3.094, 0.781, 1.953], [0.571, 1.321, 0.745], [4.959, -3.497, 1.210], [1.253, 0.023, -1.558], [-0.819, -1.125, -0.688], [0.150, 0.347, 0.318], [-2.423, 1.676, -0.355], [-0.487, 0.875, -1.099]]}


3.
{"formula": "C4H2CuNaO2", "method": "ωB97M-V/def2-TZVPD", "total_charge": 0, "orbital_gap_ev": 3.5, "lumo_ev": -2.3, "de_lowest_ev": 1.109, "energy_ev": -57324.0947, "homo_ev": -5.816, "elements": ["C", "C", "O", "Na", "H", "C", "C", "O", "Cu", "H"], "coordinates": [[-2.394, 0.286, 0.567], [-1.865, -0.531, 1.310], [-3.108, 1.252, 0.067], [3.571, 0.081, -2.618], [-1.456, -1.191, 2.040], [1.592, -1.135, -0.132], [1.469, -0.074, -0.727], [0.828, 0.979, -1.132], [-0.342, 2.328, 0.142], [1.706, -1.994, 0.483]], "atomic_forces_ev_per_a": [[-2.249, 2.908, 0.146], [0.749, -0.190, -0.096], [2.521, -1.834, 0.226], [-0.750, -0.140, 0.634], [0.000, -0.036, -0.319], [1.136, -0.233, -0.365], [-2.744, 1.389, 0.463], [1.562, 0.099, 0.108], [-0.458, -1.915, -0.624], [0.233, -0.047, -0.173]]}


Number 3 is which compound?
C4H2CuNaO2